1.
Formula: C5H9NO
Source: OMol25
Level of theory: ωB97M-V/def2-TZVPD

F_max (eV Å⁻¹): 0.7
HOMO-LUMO gap (hartree): 0.3868
Structure (SMILES): C[C@H]1CC/C1=N\O
Net charge: 0
HOMO energy (eV): -9.43
Energy relative to the best compared isomer or geometry (same formula, charge and spin) (kcal/mol): 66.62
LUMO (eV): 1.090
Calculated total energy (eV): -8866.324

Last column: Mulliken charge in e.
Cartesian coordinates (Å):
C 0.23 0.16 -1.97  -1.4391
C -0.20 -0.58 -0.71  0.4200
C 0.94 -1.14 0.18  -0.6996
C 0.58 -0.15 1.31  -0.4386
C -0.58 0.30 0.46  0.2106
N -1.56 1.09 0.60  -0.5904
O -1.51 1.70 1.86  -0.3780
H 0.64 -0.55 -2.71  0.3721
H 1.01 0.89 -1.74  0.3421
H -0.61 0.69 -2.43  0.3604
H -0.98 -1.32 -0.96  0.3519
H 0.81 -2.19 0.46  0.2638
H 1.94 -1.02 -0.24  0.3126
H 1.31 0.65 1.49  0.2512
H 0.29 -0.58 2.27  0.2956
H -2.30 2.26 1.85  0.3656

2.
Formula: C26H65N4O6
Source: OMol25
Level of theory: ωB97M-V/def2-TZVPD

F_max (eV Å⁻¹): 1.9
HOMO-LUMO gap (hartree): 0.3558
Net charge: +1
HOMO energy (eV): -11.72
Energy relative to the best compared isomer or geometry (same formula, charge and spin) (kcal/mol): 0.00
LUMO (eV): -2.042
Calculated total energy (eV): -46256.052

Last column: Mulliken charge in e.
Cartesian coordinates (Å):
C 3.58 -0.62 0.92  -1.0520
O 2.30 -0.73 0.32  0.1186
C 2.29 -0.50 -1.07  -0.8517
C 2.31 -1.75 -1.96  -0.3302
C 2.92 -3.04 -1.40  -0.8798
C 1.90 -4.05 -0.80  -0.7842
C 1.65 -3.98 0.72  -0.2285
C 0.16 -3.86 1.11  -1.0215
N -0.20 -2.50 1.48  0.3305
C -1.08 -1.73 0.90  0.4691
N -1.33 -0.48 1.39  -0.0923
C -1.58 0.60 0.40  -0.4179
C -2.12 0.12 -0.95  -0.8383
C -1.59 -1.27 -1.32  0.9840
N -2.27 -1.75 -2.49  -0.6391
N -1.80 -2.20 -0.20  -0.1002
H 3.63 0.24 1.57  0.1792
H 4.37 -0.58 0.17  0.4833
H 3.78 -1.50 1.53  0.2914
H 3.12 0.16 -1.34  0.5403
H 1.37 0.05 -1.28  0.1855
H 1.31 -1.99 -2.31  0.2202
H 2.88 -1.47 -2.85  0.4189
H 3.36 -3.56 -2.25  0.4350
H 3.74 -2.87 -0.70  0.3146
H 0.97 -3.96 -1.35  0.3930
H 2.29 -5.04 -1.00  0.4094
H 1.97 -4.93 1.15  0.5185
H 2.23 -3.21 1.21  -0.0021
H -0.46 -4.23 0.30  0.5017
H -0.04 -4.49 1.98  0.3687
H 0.29 -2.11 2.28  -0.1165
H -0.54 -0.20 1.97  -0.1313
H -2.34 1.25 0.83  0.3533
H -0.69 1.21 0.28  0.1472
H -1.77 0.81 -1.71  0.3304
H -3.20 0.12 -0.99  0.3077
H -0.51 -1.15 -1.48  -0.6162
H -2.03 -1.14 -3.27  0.2385
H -1.95 -2.68 -2.71  0.2883
H -2.79 -2.22 0.03  0.3791
C -0.32 1.00 5.76  -1.3058
C -0.31 -0.48 5.48  0.3523
C 0.24 -1.28 6.64  -1.3112
O 0.49 -0.74 4.30  -0.3483
H 0.69 1.37 5.94  0.3130
H -0.70 1.55 4.89  0.2615
H -0.94 1.24 6.62  0.4671
H -1.32 -0.82 5.24  0.3107
H 1.28 -0.98 6.83  0.1840
H 0.25 -2.35 6.40  0.3593
H -0.34 -1.13 7.54  0.4421
H 1.39 -0.45 4.50  0.2403
C 3.84 -2.67 7.85  -1.0911
C 4.47 -2.52 6.47  0.5617
C 5.91 -3.00 6.46  -1.4072
O 4.40 -1.15 6.04  -0.5364
H 4.37 -2.07 8.59  0.3474
H 2.81 -2.31 7.82  0.1378
H 3.84 -3.71 8.18  0.3888
H 3.89 -3.09 5.74  0.2202
H 6.52 -2.41 7.15  0.3602
H 6.35 -2.89 5.46  0.3294
H 5.98 -4.05 6.75  0.3827
H 4.90 -0.62 6.66  0.3352
C -1.00 0.59 -7.16  -1.3967
C -2.10 -0.10 -6.38  0.4258
C -3.47 0.39 -6.81  -1.1832
O -1.92 0.11 -4.97  -0.4872
H -1.02 1.67 -6.98  0.3435
H -0.02 0.23 -6.84  0.3527
H -1.10 0.42 -8.23  0.3917
H -2.04 -1.18 -6.53  0.3054
H -3.58 1.46 -6.63  0.1443
H -4.26 -0.12 -6.24  0.3552
H -3.65 0.21 -7.87  0.3869
H -1.97 1.06 -4.81  0.2670
C -6.31 4.97 -8.79  -1.2861
C -5.95 3.73 -7.99  0.3972
C -5.54 4.09 -6.57  -1.1922
O -4.90 3.01 -8.64  -0.5210
H -5.44 5.64 -8.86  0.3456
H -6.60 4.70 -9.80  0.3173
H -7.13 5.52 -8.33  0.3731
H -6.80 3.05 -7.96  0.2565
H -4.65 4.73 -6.58  0.3174
H -5.29 3.19 -6.00  0.2490
H -6.34 4.61 -6.04  0.4100
H -4.13 3.58 -8.68  0.3406
C 1.67 5.27 2.58  -1.3927
C 1.52 3.83 3.04  0.3218
C 0.46 3.10 2.22  -0.8071
O 1.22 3.79 4.44  -0.5262
H 0.73 5.81 2.73  0.3656
H 2.43 5.78 3.16  0.3426
H 1.94 5.33 1.52  0.3733
H 2.47 3.31 2.93  0.2273
H -0.52 3.58 2.34  0.3620
H 0.36 2.07 2.57  -0.0938
H 0.71 3.09 1.16  0.4659
H 0.39 4.25 4.59  0.3504